Version i
Entry from the Open Molecules 2025 dataset: a 10-piece molecular cluster, C30H60O30 overall (ωB97M-V/def2-TZVPD).

Last column: Löwdin charge in e.
Atoms and positions in Å:
C: 4.036 -4.109 -4.052  -0.581
H: 2.257 0.606 3.028  0.079
H: 1.834 6.569 -3.830  0.095
H: -4.854 3.877 0.089  0.090
C: -0.809 -1.576 4.110  -0.017
H: -1.481 1.377 6.661  0.085
H: 1.676 -5.226 -4.735  0.092
H: 0.081 5.946 -4.116  0.099
C: -0.517 0.861 1.275  -0.041
O: -3.145 -0.596 5.339  0.125
O: -0.406 -3.278 -6.286  -0.002
C: 2.331 -5.723 -4.019  -0.018
O: 5.346 -4.109 -4.263  0.021
H: 1.247 1.219 -6.291  0.113
O: 4.793 -1.230 -0.036  -0.046
O: -5.778 -0.928 0.740  -0.002
O: -2.048 -1.289 3.459  -0.013
O: -3.922 -0.141 3.199  -0.066
H: -1.479 -5.166 -9.740  0.094
O: -6.953 -2.672 -0.116  0.104
H: 2.084 3.705 6.036  0.100
H: -4.406 -2.453 0.061  0.092
H: 0.067 -1.333 -5.871  0.086
H: 1.241 6.228 -5.358  0.088
H: 6.851 -1.558 5.912  0.093
C: 0.560 -2.304 -5.919  -0.046
H: -9.130 -2.952 1.142  0.091
H: 6.117 -2.888 0.106  0.091
H: -0.012 -1.214 3.460  0.076
H: 4.498 -3.141 -0.582  0.087
C: 1.112 1.281 -5.211  -0.061
O: 4.964 0.782 -0.984  -0.004
C: -2.140 -4.621 -9.066  -0.074
H: -1.773 2.854 7.510  0.090
H: -4.406 2.237 0.487  0.088
H: -6.127 6.098 4.415  0.104
H: 7.026 -3.012 -4.022  0.100
C: -7.034 5.583 4.099  -0.015
H: -5.699 -0.295 4.162  0.105
H: -0.639 -0.997 5.018  0.095
C: -0.595 2.999 4.893  -0.462
O: 0.357 2.793 5.914  -0.053
H: -3.381 3.678 1.129  0.101
H: -3.130 -5.076 -9.078  0.095
C: -2.126 2.255 6.670  -0.036
O: -7.791 -1.293 1.502  -0.021
O: 5.909 -0.583 3.599  0.104
H: 1.936 -1.804 -2.051  0.088
O: -1.734 -4.266 -7.760  -0.026
H: 5.692 -2.271 -3.233  0.084
O: -6.415 4.478 3.425  -0.021
H: 2.202 -6.802 -3.932  0.103
H: 7.097 0.107 6.486  0.095
H: 0.085 1.135 -4.879  0.111
H: 4.786 2.568 -2.035  0.094
O: 3.357 -3.147 -3.593  0.055
H: -0.030 0.863 2.250  0.065
H: 2.141 1.863 5.873  0.098
C: -4.463 -1.389 0.293  -0.008
C: -0.618 -3.453 -7.606  -0.517
C: 5.954 -2.843 -4.123  -0.040
C: -3.041 -0.726 4.144  -0.517
O: 1.392 -1.027 0.535  0.087
C: -4.347 3.267 0.837  0.023
O: 1.725 0.297 -1.413  -0.012
O: 0.005 3.660 -5.726  0.118
H: -4.082 -0.929 -0.619  0.093
C: 2.134 -0.768 -2.324  -0.031
H: 2.962 -0.885 2.503  0.089
H: 1.945 -5.280 -3.100  0.094
H: -1.184 0.011 1.128  0.093
O: -5.687 5.731 1.649  0.047
O: 3.716 -0.065 4.186  -0.032
O: 1.682 2.472 -4.780  0.021
H: 5.780 -2.285 -5.043  0.103
C: 1.149 5.884 -4.328  -0.043
O: -0.389 3.191 3.688  0.095
C: 5.609 -0.339 -0.706  -0.585
C: 5.065 -2.612 0.183  -0.039
H: -1.184 1.701 1.464  0.084
O: 6.734 -0.625 -0.975  0.134
O: 5.178 -0.411 5.776  -0.018
C: 6.391 -0.722 6.440  -0.050
H: 3.878 0.686 2.254  0.107
H: -3.177 1.993 6.792  0.097
C: 3.213 0.102 2.891  -0.048
H: -2.225 -3.671 -9.594  0.089
H: -4.922 1.382 4.081  0.092
O: -5.237 3.437 2.001  -0.034
H: 5.821 1.409 -2.703  0.095
H: -7.674 5.322 4.942  0.091
H: 6.376 2.422 -1.343  0.099
H: -8.459 -2.760 2.705  0.096
H: 1.878 2.979 4.495  0.090
C: 5.544 1.842 -1.741  -0.027
H: 6.286 -1.065 7.469  0.091
O: 3.681 -5.336 -4.206  0.036
H: 0.772 -2.492 -4.866  0.083
C: 5.028 -0.359 4.433  -0.516
H: -9.695 -1.558 2.104  0.095
H: -7.694 6.085 3.392  0.097
O: 0.110 -3.158 -8.547  0.110
C: -6.856 -1.682 0.596  -0.569
H: 1.700 0.552 -4.653  0.067
C: -5.751 4.632 2.300  -0.561
C: 1.696 2.807 5.556  -0.072
C: -5.141 0.439 3.580  -0.060
H: -3.723 -1.311 1.089  0.069
H: -5.702 0.800 2.718  0.082
C: 1.033 3.558 -5.075  -0.599
H: 1.683 -0.544 -3.290  0.051
H: 4.805 -2.979 1.176  0.091
H: -0.702 -2.653 4.245  0.103
O: 1.600 4.534 -4.328  -0.018
C: 1.231 -0.013 -0.152  -0.497
H: 1.482 -2.277 -6.499  0.106
O: -1.839 2.985 5.461  -0.024
H: 3.214 -0.716 -2.463  0.078
O: 0.456 1.023 0.241  -0.005
C: -8.838 -2.185 1.860  -0.048

Summary:
* HOMO energy: -10.44 eV
* SMILES string: COC(=O)OC.COC(=O)OC.COC(=O)OC.COC(=O)OC.COC(=O)OC.COC(=O)OC.COC(=O)OC.COC(=O)OC.COC(=O)OC.COC(=O)OC
* frontier orbital gap: 10.805 eV
* 2S+1: 1

---

Version ii
Entry from the Open Molecules 2025 dataset: a 10-piece molecular cluster, C30H60O30 overall (ωB97M-V/def2-TZVPD).

Last column: Löwdin charge in e.
Atoms and positions in Å:
H: 3.636 -2.395 2.458  0.084
H: -1.322 -3.794 1.323  0.084
C: -2.382 5.232 7.090  -0.038
H: 1.530 4.029 4.256  0.105
O: -0.313 3.434 4.976  -0.021
H: -3.156 -0.504 2.287  0.088
H: -2.754 -5.449 5.338  0.100
O: 5.113 -1.002 -7.303  0.008
H: -7.245 1.268 1.114  0.098
H: 4.316 -0.037 -1.016  0.098
H: 5.146 -0.748 -9.356  0.098
H: 0.575 -0.851 -8.881  0.104
C: 4.698 0.196 -6.890  -0.624
O: -1.176 1.454 -7.114  0.012
C: 3.778 0.749 2.052  -0.605
H: 3.962 -4.152 2.282  0.100
H: 0.509 1.333 1.725  0.057
O: -1.698 4.174 6.442  -0.002
O: 0.434 1.111 -0.300  0.002
H: -2.862 4.831 7.977  0.094
H: -3.150 5.655 6.441  0.100
O: 0.243 -2.119 -6.202  0.105
H: -1.772 -0.225 9.417  0.098
O: 2.135 -3.375 1.557  -0.032
O: -1.927 1.087 7.821  0.007
H: -0.818 1.245 9.604  0.098
O: 4.882 1.235 -7.458  0.129
O: 0.305 -4.275 -6.858  0.020
H: 4.524 0.587 5.187  0.098
C: -0.088 2.086 -6.714  -0.608
C: 0.015 0.227 -1.204  -0.611
O: -0.002 -2.775 -8.353  0.013
C: -0.812 4.537 5.514  -0.629
H: -1.088 -0.987 -8.207  0.072
C: 3.803 0.781 4.394  -0.041
C: 3.538 -3.266 1.816  -0.026
O: 2.529 -4.969 0.025  0.131
C: 1.252 3.893 -7.399  -0.029
H: -0.059 -2.783 1.791  0.091
H: 0.938 2.504 3.588  0.060
H: -3.593 -0.232 3.870  0.098
H: -4.622 -1.359 2.872  0.096
C: 3.635 0.187 -0.205  -0.015
H: -2.022 3.093 3.221  0.072
H: 3.132 1.969 -5.896  0.065
C: 0.764 -0.626 -3.231  -0.032
C: -1.764 0.564 -6.178  -0.051
H: -2.562 1.343 9.739  0.092
O: 4.391 0.371 3.176  0.008
O: 4.307 0.079 1.049  0.013
O: 0.431 1.986 -5.629  0.127
H: -2.069 1.003 -5.234  0.104
H: 4.070 -3.058 0.886  0.098
H: 3.190 1.178 -0.291  0.095
H: 1.641 4.237 -8.352  0.098
H: 2.814 -0.536 -0.229  0.097
C: -0.231 1.257 0.938  -0.033
H: -1.108 -0.291 -5.982  0.061
H: -0.868 2.140 0.874  0.100
H: 3.557 1.841 4.456  0.091
H: -0.683 -1.637 -9.820  0.100
H: -0.889 0.415 1.171  0.088
O: 2.832 1.494 1.983  0.111
C: -0.437 -3.299 0.915  -0.024
H: 1.129 -1.531 -2.757  0.107
C: -6.487 0.498 1.220  -0.030
O: -4.460 -3.440 4.163  0.148
O: -5.714 2.472 3.044  0.151
O: 4.060 0.047 -5.734  0.014
H: -0.868 0.477 3.813  0.082
H: 6.099 -2.061 -8.690  0.093
C: -3.320 -3.266 3.849  -0.613
H: 6.686 -0.385 -8.604  0.097
C: -3.071 2.894 3.377  -0.023
H: -3.500 -5.941 3.767  0.098
H: -1.689 6.020 7.382  0.096
H: -0.845 -1.035 4.721  0.097
C: -0.615 0.028 4.774  -0.031
C: 1.765 -4.256 0.615  -0.616
C: -4.936 1.914 2.329  -0.634
O: 0.461 -4.274 0.383  0.027
C: 0.380 -4.715 -5.515  -0.036
C: 0.639 3.489 3.941  -0.042
C: -1.052 0.460 7.037  -0.617
H: -3.609 3.847 3.436  0.106
H: -0.125 -5.679 -5.464  0.096
H: 0.212 3.949 3.045  0.102
H: -6.460 -0.183 0.376  0.096
H: -0.751 -2.602 0.144  0.071
C: 3.479 1.242 -5.183  -0.012
O: 0.633 0.477 -2.348  0.016
O: -0.728 -0.690 -0.984  0.119
O: -3.614 2.120 2.309  -0.024
H: 0.740 4.704 -6.883  0.103
O: -1.406 0.652 5.772  -0.002
H: 1.459 -0.307 -4.010  0.066
C: -3.620 -1.034 3.124  -0.036
H: 0.451 0.205 4.917  0.087
O: 0.321 2.868 -7.708  0.009
H: -6.716 -0.106 2.103  0.097
H: 4.243 1.632 -4.501  0.107
O: -0.109 -0.183 7.415  0.131
C: 5.809 -1.026 -8.531  -0.058
O: -2.771 -2.103 3.482  -0.014
O: -0.500 5.659 5.255  0.147
H: 2.088 3.544 -6.799  0.075
O: -2.362 -4.180 3.751  -0.012
H: -2.585 0.077 -6.704  0.097
H: -3.284 2.404 4.329  0.104
C: -1.754 0.845 9.210  -0.046
H: -0.030 -3.987 -4.821  0.091
C: -2.644 -5.481 4.256  -0.032
H: -1.774 -6.089 4.018  0.095
H: 2.695 0.911 -4.509  0.059
H: -0.138 -0.781 -3.824  0.086
C: -0.323 -1.463 -8.808  -0.014
C: 0.214 -2.971 -7.059  -0.600
H: 2.916 0.182 4.615  0.091
O: -5.177 1.041 1.358  -0.015
H: 1.406 -4.949 -5.213  0.100

Summary:
* HOMO energy: -10.58 eV
* SMILES string: COC(=O)OC.COC(=O)OC.COC(=O)OC.COC(=O)OC.COC(=O)OC.COC(=O)OC.COC(=O)OC.COC(=O)OC.COC(=O)OC.COC(=O)OC
* frontier orbital gap: 11.092 eV
* 2S+1: 1

---

The calculated energies rank the structures as follows, beginning with the most stable: version ii, version i.